DFT (wB97M-V/def2-TZVPD) results for 12 unconnected molecules or ions with the total composition C78H180N12O12.

Highest occupied orbital energy in hartree: -0.279
Kohn-Sham gap in eV: 7.99
SMILES string: CC1(C)CCCC(C)(C)N1O.CC1(C)CCCC(C)(C)N1O.CC1(C)CCCC(C)(C)N1O.CC1(C)CCCC(C)(C)N1O.CC1(C)CCCC(C)(C)N1O.CC1(C)CCCC(C)(C)N1O.COC[C@H](C)N.COC[C@H](C)N.COC[C@H](C)N.COC[C@H](C)N.COC[C@H](C)N.COC[C@H](C)N

Geometry as XYZ:
```
282
Properties=species:S:1:pos:R:3:lowdin_charge:R:1
C 0.5789 -6.9538 2.0732 -0.053
C 1.9895 -6.4721 2.3643 -0.451
C 2.9145 -7.2993 1.4719 -0.041
C 2.0270 -4.9771 1.8069 -0.114
C 1.3996 -4.0409 2.8737 -0.202
C 2.1347 -4.1658 4.1920 -0.116
C 2.0056 -5.6060 4.8333 -0.448
C 2.9035 -5.7446 6.0801 -0.054
C 0.5531 -5.6553 5.3826 -0.042
N 2.4146 -6.6446 3.8344 -0.092
O 2.3091 -7.9472 4.3212 -0.009
H 0.4182 -6.9115 0.9959 0.081
H 0.4274 -7.9279 2.5382 0.088
H -0.2876 -6.3280 2.2868 0.072
H 2.8564 -6.9697 0.4345 0.066
H 3.9484 -7.1637 1.7894 0.083
H 2.5680 -8.3306 1.5396 0.083
H 3.0533 -4.6116 1.7704 0.081
H 1.4712 -4.7954 0.8871 0.101
H 1.3537 -3.0291 2.4708 0.092
H 0.3363 -4.2703 2.9437 0.094
H 1.7365 -3.3440 4.7873 0.122
H 3.1948 -4.1122 3.9441 0.085
H 3.9838 -5.6241 5.9988 0.055
H 2.7927 -6.7496 6.4872 0.072
H 2.7811 -5.0953 6.9469 0.083
H 0.2715 -6.5610 5.9197 0.078
H -0.1619 -5.6824 4.5604 0.059
H 0.3035 -4.8402 6.0619 0.084
H 3.1604 -8.3184 4.0781 0.103
C -0.7339 3.4114 -4.9636 -0.021
C -0.9498 4.8386 -5.5493 -0.429
C -2.3216 5.5540 -5.3467 -0.013
C 0.1541 5.7184 -4.9252 -0.100
C 0.7449 7.0008 -5.7325 -0.164
C 0.9676 6.6001 -7.1684 -0.154
C -0.2218 5.7564 -7.8444 -0.441
C -1.3566 6.8278 -8.1310 -0.021
C 0.3934 5.0666 -9.1039 -0.035
N -0.6775 4.6417 -7.0442 -0.182
O -1.6162 3.8409 -7.6559 0.010
H -0.4913 3.3895 -3.9012 0.071
H -1.6805 2.8710 -4.9642 0.080
H 0.0380 2.9135 -5.5504 0.068
H -2.4909 5.6837 -4.2778 0.072
H -2.3669 6.5528 -5.7809 0.066
H -3.1351 4.9756 -5.7846 0.081
H -0.2298 6.2137 -4.0334 0.097
H 0.9531 5.1222 -4.4844 0.092
H 0.0217 7.8157 -5.7006 0.090
H 1.6920 7.4417 -5.4215 0.103
H 1.8763 6.0018 -7.1017 0.112
H 1.3106 7.5116 -7.6578 0.118
H -1.3812 7.6085 -7.3707 0.064
H -2.3624 6.4110 -8.1836 0.066
H -1.3451 7.2780 -9.1237 0.079
H 1.0455 4.2149 -8.9105 0.077
H 0.8601 5.8550 -9.6945 0.076
H -0.3388 4.6663 -9.8051 0.072
H -2.2544 4.5576 -7.6304 0.063
C -7.0654 2.5108 6.4681 -0.014
C -7.4412 2.3943 4.9521 -0.447
C -8.4331 1.2604 4.5998 -0.032
C -8.1325 3.6104 4.4063 -0.172
C -7.2574 4.8691 4.2612 -0.171
C -6.0870 4.4458 3.3917 -0.152
C -5.2135 3.2135 3.7501 -0.428
C -4.3036 2.7123 2.5398 -0.008
C -4.2499 3.5043 4.9443 -0.036
N -6.1840 2.1507 4.1118 -0.172
O -5.5565 1.0018 4.2451 -0.033
H -6.6777 3.4260 6.9156 0.068
H -7.9038 2.2107 7.0967 0.077
H -6.2805 1.7755 6.6450 0.073
H -7.9701 0.4283 5.1303 0.077
H -9.4964 1.4285 4.7708 0.087
H -8.3528 1.1105 3.5232 0.082
H -8.6816 3.5304 3.4681 0.120
H -8.9780 3.9448 5.0074 0.117
H -7.6613 5.7119 3.7003 0.112
H -6.8895 5.3021 5.1915 0.106
H -5.4894 5.3511 3.4980 0.109
H -6.2287 4.4438 2.3109 0.109
H -4.9283 2.3616 1.7183 0.072
H -3.5773 2.0223 2.9692 0.061
H -3.8513 3.5686 2.0396 0.055
H -3.5969 4.3703 4.8361 0.079
H -3.6343 2.6483 5.2208 0.065
H -4.7828 3.9740 5.7709 0.055
H -5.9717 0.4361 3.5900 0.067
C 3.2454 2.9286 0.6883 -0.030
C 4.5132 3.2062 -0.2364 -0.456
C 5.8223 3.2240 0.5793 -0.032
C 4.4904 2.0219 -1.2812 -0.128
C 5.4226 2.1059 -2.5504 -0.165
C 5.0349 3.4256 -3.1901 -0.164
C 5.0347 4.7321 -2.3859 -0.465
C 6.4171 5.2274 -2.0911 -0.046
C 4.2508 5.8633 -3.1616 -0.008
N 4.3301 4.4145 -1.0651 -0.146
O 4.3272 5.4649 -0.2239 -0.023
H 3.2531 3.7888 1.3578 0.068
H 2.3147 3.1330 0.1591 0.069
H 3.2594 2.0539 1.3385 0.081
H 6.2235 4.1673 0.9497 0.082
H 5.6476 2.4584 1.3353 0.078
H 6.6820 2.8168 0.0471 0.066
H 4.7950 1.0994 -0.7870 0.111
H 3.4618 1.9927 -1.6408 0.093
H 6.4564 2.0102 -2.2184 0.103
H 5.3089 1.3801 -3.3556 0.097
H 4.1075 3.1933 -3.7135 0.113
H 5.7172 3.5135 -4.0356 0.115
H 6.5326 6.2594 -1.7596 0.084
H 7.0493 5.1606 -2.9765 0.087
H 6.9607 4.6118 -1.3744 0.074
H 4.5902 6.7833 -2.6856 0.077
H 3.2285 5.4956 -3.2496 0.075
H 4.7075 5.8490 -4.1512 0.080
H 3.4444 5.8342 -0.3002 0.111
C 5.4719 -7.4506 -3.8821 -0.036
C 4.3596 -6.5100 -4.4145 -0.515
C 5.0364 -5.4131 -5.1146 -0.046
C 3.4681 -7.3886 -5.4132 -0.127
C 2.1921 -6.8047 -5.8902 -0.224
C 1.4276 -6.2049 -4.7400 -0.119
C 2.2131 -5.3745 -3.6258 -0.483
C 2.2475 -3.9735 -4.1928 -0.025
C 1.4680 -5.5359 -2.3675 -0.052
N 3.5312 -6.0408 -3.3385 -0.138
O 4.1687 -5.3654 -2.3510 -0.015
H 5.0023 -8.0497 -3.1019 0.082
H 6.0281 -8.0811 -4.5758 0.084
H 6.2673 -6.8452 -3.4476 0.076
H 5.9041 -5.7171 -5.7001 0.093
H 4.3505 -5.0880 -5.8969 0.071
H 5.2686 -4.5874 -4.4420 0.096
H 4.0763 -7.7365 -6.2481 0.119
H 3.1854 -8.3577 -5.0021 0.117
H 2.4175 -6.0563 -6.6499 0.098
H 1.5905 -7.3978 -6.5789 0.118
H 0.9653 -7.0920 -4.3072 0.114
H 0.5483 -5.6265 -5.0237 0.112
H 2.6420 -3.9396 -5.2083 0.080
H 2.8155 -3.3158 -3.5348 0.074
H 1.2285 -3.5893 -4.1463 0.079
H 1.8993 -4.8009 -1.6879 0.061
H 1.5079 -6.5276 -1.9169 0.099
H 0.4706 -5.1452 -2.5692 0.096
H 4.0787 -5.9592 -1.6020 0.097
C -1.2120 0.2178 5.1384 -0.018
C -0.7042 0.9941 6.4360 -0.420
C 0.3670 0.1853 7.2450 -0.037
C -0.0738 2.3920 6.0229 -0.120
C 0.0582 3.5054 7.0889 -0.174
C -1.3011 3.6203 7.8315 -0.130
C -1.9710 2.2638 8.3041 -0.457
C -1.3009 1.6590 9.5313 -0.039
C -3.4630 2.7934 8.6445 -0.005
N -1.9220 1.2711 7.2532 -0.164
O -2.5806 0.1046 7.5601 -0.006
H -0.3482 0.0136 4.5058 0.076
H -1.5772 -0.7751 5.4006 0.070
H -2.0565 0.7262 4.6731 0.064
H -0.1298 -0.6568 7.7269 0.080
H 1.2170 -0.1506 6.6511 0.072
H 0.9743 0.7191 7.9759 0.066
H 0.9368 2.1616 5.6856 0.103
H -0.4716 2.7292 5.0658 0.106
H 0.8483 3.4038 7.8329 0.099
H 0.3722 4.4560 6.6578 0.105
H -1.9159 4.1513 7.1047 0.100
H -1.0947 4.4133 8.5503 0.116
H -0.2399 1.7195 9.2893 0.051
H -1.3363 0.6527 9.9488 0.092
H -1.1713 2.3730 10.3446 0.081
H -3.8199 3.4158 7.8240 0.048
H -3.1342 3.5250 9.3825 0.068
H -4.0803 1.9936 9.0537 0.080
H -3.1314 0.0493 6.7757 0.096
C -5.1770 3.0819 -1.3738 -0.088
O -3.8634 3.6956 -1.2623 -0.184
C -3.8757 5.0493 -0.7521 -0.191
C -2.5179 5.7458 -0.6541 -0.414
C -1.5591 5.1027 0.3655 -0.043
N -2.6921 7.1556 -0.2284 0.022
H -5.7346 2.9052 -0.4541 0.063
H -5.0852 2.0538 -1.7238 0.078
H -5.8873 3.7122 -1.9089 0.083
H -4.6547 5.6179 -1.2600 0.118
H -4.1860 5.1290 0.2898 0.106
H -1.9983 5.9177 -1.5968 0.115
H -2.0316 4.2938 0.9228 0.054
H -1.1799 5.7418 1.1628 0.080
H -0.7530 4.6230 -0.1898 0.064
H -1.7178 7.3970 -0.1168 0.059
H -2.9843 7.7252 -1.0096 0.065
C 1.3741 -2.0342 -0.9259 -0.077
O 0.5625 -0.8818 -0.7845 -0.168
C 1.0132 -0.0324 0.1768 -0.225
C -0.0810 1.0353 0.3167 -0.434
C -1.4539 0.6354 0.8695 -0.041
N -0.2517 1.8485 -0.8269 0.061
H 2.4208 -1.7881 -1.1048 0.080
H 1.0885 -2.7361 -1.7094 0.068
H 1.2997 -2.5878 0.0100 0.074
H 1.2339 -0.4226 1.1704 0.127
H 1.9449 0.4336 -0.1440 0.107
H 0.2616 1.7077 1.1032 0.119
H -1.8670 -0.2397 0.3678 0.059
H -2.2125 1.4141 0.9484 0.061
H -1.3940 0.3818 1.9279 0.060
H -1.1188 2.3642 -0.7774 0.054
H -0.1699 1.3761 -1.7159 0.071
C 2.9054 -0.2052 -3.9854 -0.150
O 3.0425 -0.3821 -5.3843 -0.133
C 1.7127 0.0071 -5.8623 -0.180
C 1.4058 -0.3259 -7.3453 -0.387
C 0.3662 0.7399 -7.8734 -0.039
N 0.7907 -1.6379 -7.5935 0.020
H 2.9458 0.7988 -3.5629 0.074
H 3.7115 -0.7772 -3.5259 0.087
H 2.0709 -0.6808 -3.4701 0.070
H 0.8515 -0.0836 -5.2003 0.112
H 1.7058 1.0966 -5.8297 0.103
H 2.3254 -0.3067 -7.9302 0.132
H -0.1273 0.3353 -8.7571 0.071
H 1.0605 1.4942 -8.2434 0.074
H -0.3653 0.9807 -7.1020 0.073
H 0.7889 -1.6978 -8.6017 0.076
H 1.4816 -2.3225 -7.3212 0.074
C -5.8311 -4.5898 5.6741 -0.136
O -5.8220 -4.6483 4.2754 -0.209
C -4.7498 -3.8415 3.6194 -0.138
C -5.2935 -2.7500 2.6651 -0.412
C -4.1311 -1.7781 2.1916 -0.040
N -6.2482 -1.9130 3.3157 0.040
H -4.9607 -5.0922 6.0961 0.088
H -6.7157 -5.1353 6.0028 0.087
H -5.9701 -3.5561 5.9909 0.080
H -4.1746 -3.3320 4.3924 0.116
H -4.0873 -4.5372 3.1045 0.121
H -5.7995 -3.3103 1.8789 0.133
H -3.9960 -0.9622 2.9017 0.060
H -4.4829 -1.3852 1.2377 0.065
H -3.1898 -2.3070 2.0427 0.067
H -6.5771 -2.3863 4.1451 0.069
H -7.0042 -1.6154 2.7157 0.089
C -3.2193 -1.0682 -2.0721 -0.115
O -3.3948 -1.2241 -3.4818 -0.204
C -2.2218 -1.8675 -4.0820 -0.126
C -2.5234 -2.4758 -5.5834 -0.409
C -3.7808 -3.3983 -5.7402 -0.051
N -1.3504 -3.0413 -6.1525 0.009
H -3.2485 -2.0444 -1.5879 0.082
H -3.8493 -0.3014 -1.6212 0.080
H -2.1608 -0.8870 -1.8857 0.055
H -1.3883 -1.1692 -4.1574 0.107
H -2.0559 -2.7831 -3.5143 0.112
H -2.6477 -1.5811 -6.1934 0.116
H -3.5702 -4.4675 -5.7664 0.068
H -4.3723 -3.1033 -6.6069 0.064
H -4.5951 -3.2356 -5.0341 0.062
H -0.6195 -2.3443 -6.1571 0.018
H -1.5089 -3.2482 -7.1282 0.073
C 5.3566 -3.3275 -0.0138 -0.080
O 5.9846 -2.8191 1.1876 -0.200
C 5.4310 -3.3933 2.3803 -0.179
C 6.3423 -3.0889 3.6632 -0.379
C 7.7589 -3.4333 3.2688 -0.081
N 5.8693 -3.9874 4.7665 0.029
H 4.3676 -2.8774 -0.0996 0.070
H 5.3118 -4.4154 0.0376 0.074
H 5.7637 -3.1134 -1.0020 0.086
H 4.5391 -2.8306 2.6558 0.110
H 5.2053 -4.4437 2.1964 0.107
H 6.2996 -2.1266 4.1733 0.134
H 8.0016 -3.0818 2.2659 0.070
H 7.9628 -4.5023 3.2076 0.083
H 8.4004 -2.8822 3.9564 0.077
H 6.0849 -4.9030 4.3987 0.056
H 6.5734 -3.9040 5.4858 0.066
```